ORCA calculation (ωB97M-V/def2-TZVPD) on an isolated ion of composition C2H3O3 and charge -1.

The strongest force on any atom is 0.154 hartree/bohr. The value obtained for the relative energy (zero: lowest compared OMol25 entry of this formula, charge and spin) is 1.663 eV. Its SMILES is COC(=O)[O-]. The charge is -1. As for the orbital gap: 7.1515 eV.

Last column: Mulliken charge in e.
Geometry (Å):
C: -0.130 0.181 0.164  -0.559
O: -0.726 1.151 0.980  -0.252
C: -0.984 2.375 0.427  0.530
O: -1.513 3.264 1.625  -0.821
O: -0.805 2.671 -0.731  -0.585
H: 0.096 -0.667 0.816  0.209
H: 0.794 0.555 -0.291  0.246
H: -0.804 -0.144 -0.639  0.233